A structure of composition C25H28BrCaN11OPS, computed with ωB97M-V/def2-TZVPD.

Structure (XYZ):
```
69
Properties=species:S:1:pos:R:3:mulliken_charge:R:1
Ca -0.03265 -1.35899 0.00955 1.748
C -1.72332 -2.77831 -3.90715 -1.419
C -1.69135 -2.43603 -2.45001 0.944
N -0.77590 -2.88123 -1.66456 0.334
N 0.15202 -3.69358 -2.23456 -1.292
C 1.04758 -4.15739 -1.37391 0.478
N 1.94537 -5.00955 -1.92619 -0.363
S 1.26744 -3.80225 0.30112 -0.499
C -2.77313 -1.64229 -1.80447 0.441
C -3.98488 -1.40683 -2.45639 -0.921
C -5.01288 -0.76835 -1.78424 -0.648
C -4.81325 -0.37389 -0.47420 -0.943
C -3.57244 -0.61649 0.09094 0.050
N -2.57074 -1.21679 -0.54250 0.492
H -0.84199 -2.35904 -4.39740 0.262
H -2.60473 -2.41633 -4.42325 0.423
H -1.64628 -3.85857 -4.03399 0.342
H 1.74725 -5.38334 -2.83960 0.247
H 2.58522 -5.48794 -1.31915 0.219
H -4.14464 -1.74165 -3.46792 0.224
H -5.96039 -0.59693 -2.27767 0.427
H -5.58608 0.11084 0.10467 0.486
H -3.37213 -0.29786 1.10657 0.054
C 0.58014 4.55407 -0.02474 -0.890
N -0.07786 3.30935 -0.38796 0.282
C -1.39785 3.19778 -0.72647 -0.701
C -1.61342 1.87515 -0.98739 -0.561
N -0.46052 1.17131 -0.80179 0.419
C 0.45728 2.05742 -0.43961 -0.337
P 2.23819 1.77435 -0.15747 -0.346
C 2.55170 0.45508 -1.35578 -0.705
N 1.86697 -0.66225 -1.54273 0.598
C 2.49436 -1.33473 -2.54645 -0.591
C 3.56745 -0.61026 -2.98074 -0.781
N 3.60725 0.51924 -2.21499 0.159
C 4.59163 1.58226 -2.34236 -0.842
C 2.22900 0.81875 1.38941 0.091
N 1.80553 -0.42348 1.53529 0.248
C 2.09111 -0.78038 2.81821 -0.833
C 2.68205 0.26712 3.46442 -0.591
N 2.78747 1.27446 2.54686 0.184
C 3.36307 2.58297 2.80657 -0.913
H 0.07555 5.37273 -0.53134 0.349
H 0.53554 4.71508 1.05218 0.285
H 1.61864 4.52583 -0.34365 0.363
H -2.04301 4.05728 -0.77385 0.534
H -2.52312 1.39965 -1.31069 0.429
H 2.13390 -2.28961 -2.89011 0.530
H 4.30212 -0.79542 -3.74405 0.411
H 5.38574 1.23142 -2.99566 0.317
H 4.13979 2.47396 -2.77364 0.317
H 5.01857 1.82130 -1.37098 0.323
H 1.86545 -1.76345 3.19676 0.513
H 3.05597 0.37605 4.46715 0.527
H 4.16383 2.47652 3.53427 0.351
H 3.77490 2.98836 1.88576 0.363
H 2.60885 3.26470 3.19930 0.288
O -3.33601 0.88946 5.40571 -0.542
C -2.60306 0.52030 4.34329 0.725
C -1.94343 1.42711 3.51389 -0.745
C -1.22045 0.92880 2.45176 -0.332
N -1.11143 -0.37122 2.16150 0.684
C -1.75363 -1.20855 2.96983 -0.327
Br -1.60181 -3.03649 2.53101 -0.030
C -2.50774 -0.83826 4.06612 -0.613
H -3.33783 1.84944 5.50663 0.311
H -1.99463 2.49333 3.69078 0.384
H -0.69772 1.60411 1.78516 0.084
H -3.00661 -1.56783 4.68488 0.527
```

Results
Lowest unoccupied orbital energy   -2.1 eV
Net charge   +1
Energy above the lowest of the compared OMol25 structures with the same formula, charge and spin   8.3 kcal/mol
Gap between HOMO and LUMO   0.270 Eh

=====

An isolated molecule of C6H10, computed with ωB97M-V/def2-TZVPD.

Structure (XYZ):
```
16
Properties=species:S:1:pos:R:3:mulliken_charge:R:1
C 0.11026 -1.34950 1.54238 -0.637
C 0.35746 -0.04844 1.46119 -0.407
C 1.31611 0.28703 0.38897 -0.273
C 1.05269 0.14042 -0.90916 -0.435
C -0.37144 -0.06462 -1.38581 -0.440
C -1.27541 0.91878 -0.61432 -1.083
H 0.31062 -1.98464 0.68439 0.230
H -0.22258 -1.81478 2.44937 0.306
H 0.05860 0.67017 2.23006 0.379
H 2.32106 0.45544 0.77175 0.397
H 1.85873 0.19080 -1.63586 0.374
H -0.68289 -1.11282 -1.25424 0.242
H -0.44281 0.13251 -2.45901 0.374
H -0.57745 1.59700 -0.11711 0.364
H -1.93199 0.44518 0.12179 0.262
H -1.88097 1.53747 -1.27439 0.348
```

Results
SMILES string   C=C/C=C\CC
Lowest unoccupied orbital energy   1.2 eV
Net charge   0
Energy above the lowest of the compared OMol25 structures with the same formula, charge and spin   39.0 kcal/mol
Gap between HOMO and LUMO   0.374 Eh

=====

A structure of composition C7H18AgN2OS, computed with ωB97M-V/def2-TZVPD.

Structure (XYZ):
```
30
Properties=species:S:1:pos:R:3:mulliken_charge:R:1
Ag 1.46465 0.57050 0.36786 0.417
C -1.41740 -1.13649 1.91660 -0.916
C -0.68103 -0.20293 2.86192 -0.356
O 0.70410 -0.07334 2.52506 -0.224
C 1.56160 -1.08477 3.06724 -0.160
C 2.98522 -0.75748 2.66756 -1.206
H -2.48742 -1.09946 2.11959 0.382
H -1.08999 -2.17011 2.02982 0.315
H -1.24650 -0.82793 0.88143 0.110
H -0.76360 -0.55106 3.89371 0.299
H -1.09052 0.80484 2.80136 0.324
H 1.26638 -2.07016 2.69560 0.311
H 1.46289 -1.07788 4.15534 0.315
H 3.06238 -0.66212 1.57042 0.280
H 3.67030 -1.54707 2.96890 0.366
H 3.30381 0.18065 3.11915 0.344
C 1.30799 0.22959 -3.43115 -0.942
N -0.09340 0.51593 -3.16037 -0.166
C -0.51802 1.31040 -2.18402 0.559
S 0.56137 2.20156 -1.17556 -0.445
N -1.82488 1.49176 -2.02077 -0.139
C -2.85985 0.93102 -2.87174 -1.036
H 1.38284 -0.27976 -4.38760 0.352
H 1.73509 -0.40399 -2.65176 0.290
H 1.87983 1.15274 -3.47087 0.362
H -0.77806 0.03509 -3.72337 0.244
H -2.07861 2.14857 -1.30234 0.278
H -2.73706 1.24955 -3.90960 0.363
H -3.82596 1.28259 -2.52475 0.340
H -2.85614 -0.16026 -2.82765 0.340
```

Results
Lowest unoccupied orbital energy   -3.2 eV
Net charge   +1
Gap between HOMO and LUMO   0.335 Eh

=====

Question: net charge of number 2 (C6H10)?
Answer: 0

=====

Question: Look up the gap between HOMO and LUMO of the second one.
Answer: 0.374 Eh